{"formula": "C34H32AuN3O2Se2Te", "method": "the ωB97M-V functional and the def2-TZVPD basis", "symbols": ["Au", "C", "C", "C", "C", "C", "O", "C", "C", "C", "C", "C", "C", "C", "O", "C", "C", "C", "N", "C", "C", "Te", "C", "C", "C", "C", "C", "C", "C", "C", "C", "C", "C", "C", "H", "H", "H", "H", "H", "H", "H", "H", "H", "H", "H", "H", "H", "H", "H", "H", "H", "H", "H", "H", "H", "H", "H", "H", "C", "N", "C", "C", "N", "C", "C", "Se", "H", "H", "H", "H", "H", "H", "H", "H", "Se"], "positions_angstrom": [[-0.0898, -0.2141, -0.2741], [5.5814, -0.4793, 4.1839], [4.5611, -0.2191, 3.1043], [4.9184, -0.0779, 1.7731], [3.9665, 0.1308, 0.7836], [4.4894, 0.2379, -0.6122], [5.5763, 0.7395, -0.8259], [3.7225, -0.3562, -1.7588], [2.8680, -1.4401, -1.5875], [2.1875, -1.9716, -2.6707], [2.3645, -1.4272, -3.9377], [3.2452, -0.3692, -4.1199], [3.9297, 0.1570, -3.0328], [2.5958, 0.3251, 1.1010], [1.7903, 0.6456, 0.1326], [2.2226, 0.2092, 2.4695], [3.2150, -0.0945, 3.4077], [0.8375, 0.3962, 2.9623], [-0.1076, 0.7915, 2.1942], [-1.4549, 1.0176, 2.7204], [-1.5858, 2.2910, 3.5449], [-1.1059, 4.1006, 2.4883], [0.9766, 4.0106, 2.8379], [1.5325, 4.6582, 3.9375], [2.8947, 4.5478, 4.1912], [3.7042, 3.7993, 3.3460], [3.1544, 3.1704, 2.2365], [1.7930, 3.2783, 1.9791], [0.5976, 0.1620, 4.4315], [-0.0912, -0.9562, 4.8796], [-0.3817, -1.1080, 6.2300], [0.0176, -0.1443, 7.1432], [0.7277, 0.9670, 6.7029], [1.0168, 1.1178, 5.3563], [6.5875, -0.5032, 3.7663], [5.4011, -1.4349, 4.6809], [5.5504, 0.2983, 4.9496], [5.9562, -0.1509, 1.4677], [2.7375, -1.8666, -0.5997], [1.5168, -2.8097, -2.5303], [1.8232, -1.8363, -4.7818], [3.4066, 0.0380, -5.1111], [4.6328, 0.9720, -3.1528], [2.9245, -0.2209, 4.4426], [-1.7962, 0.1713, 3.3260], [-2.1202, 1.0858, 1.8583], [-0.9429, 2.2743, 4.4199], [-2.6159, 2.4160, 3.8798], [0.9026, 5.2397, 4.5984], [3.3223, 5.0442, 5.0537], [4.7630, 3.7049, 3.5520], [3.7775, 2.5840, 1.5714], [1.3649, 2.7638, 1.1252], [-0.4007, -1.7188, 4.1740], [-0.9234, -1.9830, 6.5665], [-0.2180, -0.2587, 8.1934], [1.0571, 1.7224, 7.4053], [1.5690, 1.9850, 5.0124], [-3.2205, 1.5415, -2.9409], [-1.8792, 1.8244, -3.4313], [-1.4586, 1.7610, -4.7393], [-0.1360, 2.0456, -4.7453], [0.2308, 2.2808, -3.4427], [1.5694, 2.5996, -2.9556], [-0.8387, 2.1485, -2.6402], [-0.8226, 2.3033, -0.7812], [-3.7950, 1.0891, -3.7445], [-3.7021, 2.4585, -2.6082], [-3.1512, 0.8495, -2.1038], [-2.1247, 1.5144, -5.5461], [0.5645, 2.0927, -5.5592], [2.2809, 2.4193, -3.7552], [1.8061, 1.9683, -2.0996], [1.6134, 3.6416, -2.6436], [-1.7442, -1.6449, -1.0778]], "forces_ev_per_a": [[-0.110, 0.197, 0.000], [-0.080, -0.017, -0.052], [0.045, 0.079, -0.002], [-0.046, -0.067, -0.034], [0.112, 0.048, -0.007], [-0.094, -0.150, 0.055], [0.002, 0.107, -0.034], [0.020, -0.033, 0.029], [-0.037, 0.012, 0.039], [0.014, -0.033, -0.062], [-0.011, 0.017, 0.030], [0.010, -0.002, 0.032], [0.005, -0.009, -0.042], [0.180, -0.362, -0.191], [0.042, 0.281, -0.144], [-0.093, -0.363, 0.210], [-0.061, -0.013, 0.023], [0.033, -0.001, 0.032], [-0.053, -0.122, 0.013], [0.051, -0.045, 0.035], [-0.001, 0.070, -0.132], [0.052, 0.025, 0.108], [0.017, -0.043, -0.082], [0.032, -0.027, 0.015], [-0.003, -0.018, 0.024], [-0.043, 0.003, -0.035], [0.013, 0.211, 0.024], [-0.008, 0.153, -0.026], [0.011, 0.148, -0.003], [0.023, -0.095, -0.008], [-0.003, -0.011, 0.010], [0.040, 0.042, -0.023], [-0.011, -0.015, -0.001], [0.001, -0.043, 0.003], [0.006, 0.002, 0.016], [0.010, 0.003, -0.003], [0.020, -0.004, 0.000], [0.002, -0.004, 0.016], [-0.036, 0.038, -0.005], [-0.003, 0.012, 0.021], [0.015, -0.010, -0.003], [0.005, 0.001, -0.004], [-0.004, 0.003, -0.003], [0.005, 0.019, -0.005], [0.004, 0.008, 0.013], [-0.025, -0.028, -0.029], [-0.072, 0.031, 0.036], [0.001, -0.018, -0.010], [-0.008, 0.000, 0.014], [-0.002, 0.006, -0.004], [0.008, 0.006, -0.009], [0.017, 0.096, 0.079], [0.074, 0.060, 0.087], [-0.006, 0.033, -0.026], [0.006, 0.005, -0.003], [0.013, -0.008, -0.003], [-0.019, -0.022, 0.020], [0.009, 0.038, -0.038], [-0.012, 0.004, 0.031], [-0.012, 0.063, 0.042], [-0.014, -0.039, 0.006], [0.021, 0.001, -0.014], [0.087, 0.064, 0.058], [0.043, 0.054, 0.029], [0.033, -0.357, -0.067], [-0.207, -0.008, 0.038], [0.019, 0.006, -0.020], [0.010, 0.029, -0.018], [0.008, -0.045, -0.022], [-0.013, 0.000, 0.020], [0.021, 0.010, 0.027], [-0.028, -0.019, -0.022], [-0.010, -0.052, -0.028], [-0.032, 0.017, -0.018], [0.016, 0.084, 0.000]], "lowdin_spin": [0.400, 0.000, 0.001, 0.000, 0.002, 0.000, 0.000, 0.000, 0.002, 0.004, 0.001, 0.000, 0.001, 0.004, 0.026, 0.002, 0.000, 0.004, 0.010, 0.001, 0.001, 0.005, 0.000, 0.000, 0.000, 0.000, 0.000, 0.000, 0.001, 0.000, 0.000, 0.000, 0.000, 0.000, 0.000, 0.000, 0.000, 0.000, 0.001, 0.002, 0.000, 0.000, 0.000, 0.000, 0.000, 0.000, 0.000, 0.000, 0.000, 0.000, 0.000, 0.000, 0.000, 0.000, 0.000, 0.000, 0.000, 0.000, 0.003, 0.020, 0.013, 0.013, 0.020, 0.002, 0.024, 0.298, 0.000, 0.002, 0.002, 0.001, 0.001, 0.000, 0.000, 0.001, 1.130], "homo_lumo_gap_ev": [7.696, 5.382], "energy_ev": -186019.696, "s2": 2.0150, "e_homo_ev": [-7.40, -7.40], "fmax_ev_per_a": 0.4, "relative_energy_kj_mol": 0.00, "spin_multiplicity": 3}